C11H68BrF3N3O31S | wB97M-V/def2-TZVPD

Geometry as XYZ:
```
118
Properties=species:S:1:pos:R:3:lowdin_charge:R:1
C 5.13365 -0.35602 -1.22919 -0.05
C 4.39546 -1.15742 -0.18255 -0.15
O 3.51475 -2.10493 -0.90082 0.06
C 2.27667 -2.08555 -0.56422 -0.30
N 1.60965 -3.17584 -0.29296 0.03
C 2.09368 -4.53912 -0.30491 -0.05
C 2.10477 -5.17770 -1.69249 -0.71
O 1.34387 -6.03252 -2.00845 0.07
Br 3.44079 -4.64792 -3.05863 0.79
N 0.31882 -2.90904 0.02152 0.24
C 0.21661 -1.65002 -0.07768 -0.32
C -1.09548 -1.03458 0.16479 -0.12
S -2.11286 -1.42000 -1.30218 0.71
O -1.18505 -1.76800 -2.33786 -0.34
O -2.99160 -2.49845 -0.99746 -0.31
N 1.40833 -1.06206 -0.44005 0.15
C 1.76835 0.34222 -0.67232 -0.05
C 0.72366 1.14388 -1.42528 -0.08
C 1.37951 2.29740 -2.12290 -0.18
F 2.69730 2.26127 -2.32023 0.11
C 0.72014 3.40912 -2.50326 -0.32
F 0.92654 4.59705 -2.01157 0.16
F -0.23966 3.38633 -3.42125 0.14
H 5.95619 -0.94539 -1.61943 0.05
H 5.47391 0.59485 -0.85013 0.08
H 4.48407 -0.19530 -2.07935 0.06
H 5.13943 -1.70642 0.37282 0.13
H 3.87372 -0.54374 0.53358 0.09
H 1.45959 -5.13766 0.33151 0.10
H 3.11072 -4.49440 0.05772 0.14
H -1.04900 0.03265 0.33353 0.10
H -1.53871 -1.47621 1.04356 0.10
H -2.74490 -0.29834 -1.72989 0.09
H 2.69103 0.35132 -1.23097 0.11
H 1.95686 0.79049 0.29323 0.15
H 0.06398 1.60395 -0.70864 0.09
H 0.14818 0.55840 -2.14008 0.10
O 3.17949 -8.07244 0.16830 -0.05
H 2.82954 -7.52106 -0.53397 0.00
H 2.52007 -8.77111 0.27998 0.03
O 0.25614 -5.69975 1.99706 -0.06
H -0.14578 -4.88755 2.31648 0.01
H -0.38954 -6.37025 2.24229 0.04
O -1.43880 6.01330 -3.11861 -0.03
H -0.90206 5.21469 -3.10767 0.00
H -1.97612 5.93951 -3.91863 0.06
O -0.22339 -1.93889 3.15347 -0.06
H -0.33330 -2.23601 4.06728 0.02
H 0.35811 -2.59470 2.75717 0.03
O -2.11072 -5.61697 3.71379 -0.06
H -2.50399 -4.79822 4.02964 0.01
H -2.76058 -6.28925 3.95870 0.01
O -4.54909 -6.42067 4.84863 -0.04
H -5.02252 -5.85650 5.46787 0.06
H -5.02619 -6.30927 4.01863 0.06
O 2.40721 5.56870 -4.50702 -0.03
H 2.10959 6.43007 -4.18627 0.01
H 1.70221 4.96285 -4.27166 -0.01
O -0.31481 3.54534 0.84573 -0.04
H -0.73330 4.26203 0.35471 0.04
H 0.50269 3.93762 1.17646 0.05
O 7.01735 -1.80432 -3.05375 -0.06
H 6.76758 -1.82509 -3.98361 0.04
H 7.42148 -2.66319 -2.89324 0.05
O -1.59332 0.59679 -3.61883 -0.07
H -1.52894 0.08958 -4.43552 0.07
H -1.57362 1.51708 -3.90262 0.04
O 4.02865 -1.42625 -4.26590 -0.08
H 3.65417 -0.89417 -4.98409 0.02
H 3.38737 -2.13377 -4.14565 -0.04
O -2.08058 4.25840 4.26311 -0.05
H -1.89260 3.53745 4.87109 0.01
H -1.65381 3.98479 3.44298 0.02
O 1.44077 -1.33210 5.63522 -0.06
H 0.97754 -0.59920 5.21692 0.03
H 2.24366 -0.93692 5.98738 0.04
O -3.45308 -5.40646 -1.92207 -0.06
H -2.51770 -5.60303 -1.82218 0.03
H -3.55774 -4.54608 -1.50191 -0.01
O -2.43950 1.32621 4.80080 -0.05
H -3.22627 1.80397 4.49387 0.03
H -2.42971 0.51975 4.27070 0.04
O 1.54704 7.57360 -0.25879 -0.04
H 0.81471 8.13716 -0.52566 0.03
H 1.36157 6.73458 -0.68748 0.00
O 0.95148 8.26078 -3.40445 -0.04
H 0.67084 9.12539 -3.09107 0.05
H 0.24100 7.66656 -3.13834 0.00
O -2.72746 8.06516 -1.39665 -0.06
H -2.79523 7.88297 -0.45306 0.05
H -2.30688 7.27420 -1.76242 0.00
O -4.04378 -0.56311 6.37326 -0.05
H -3.61037 0.15437 5.88646 0.00
H -3.39016 -0.80145 7.04156 0.06
O 3.26649 -1.44482 -6.80705 -0.05
H 3.92688 -2.14518 -6.81371 0.05
H 2.78667 -1.55589 -7.63379 0.06
O 2.94355 -10.53950 1.48581 -0.05
H 3.65139 -9.88500 1.50929 0.03
H 2.89445 -10.86319 2.38985 0.05
O -5.63663 1.96168 4.19377 -0.05
H -6.09773 2.71800 4.57035 0.06
H -6.27019 1.23960 4.27288 0.05
O 5.41371 0.90801 1.65895 -0.04
H 6.34281 0.69373 1.79388 0.06
H 5.29661 1.74230 2.12412 0.05
O -4.36503 7.06587 -4.01660 -0.05
H -4.90044 7.63912 -4.57349 0.05
H -4.34478 7.51248 -3.16251 0.01
O -4.86388 6.32404 -0.69183 -0.06
H -4.92737 5.78758 -1.48876 0.03
H -4.67899 7.21039 -1.01841 0.00
O -2.46424 -2.30161 4.69518 -0.06
H -3.00872 -1.84285 5.36518 0.01
H -2.91675 -2.14006 3.86283 0.04
O -7.81162 1.87865 2.26704 -0.06
H -7.99720 2.79980 2.06102 0.04
H -6.85132 1.81939 2.24009 0.01
```

Summary:
Charge   +1
Highest occupied orbital energy   -0.4291 Eh
Frontier orbital gap   8.475 eV